DFT (ωB97M-V/def2-TZVPD) results for C40H44BiBrN8O2PS2 as an isolated structure in a non-equilibrium geometry.

Output
spin multiplicity: 1
energy: -6065.62070 Eh
Kohn-Sham gap: 6.932 eV
lowest unoccupied orbital energy: 0.06913 Ha
charge: -1
energy above the lowest of the compared OMol25 structures with the same formula, charge and spin: 0.975 eV
E_HOMO: -5.05 eV

```
99
C40H44BiBrN8O2PS2, DFT ωB97M-V/def2-TZVPD
Bi -0.69 0.06 1.13
Br -6.40 3.33 4.87
C -4.95 2.21 4.35
C -3.76 2.23 5.09
C -2.71 1.42 4.75
C -2.75 0.56 3.60
O -1.74 -0.15 3.31
C -3.99 0.57 2.87
C -4.19 -0.44 1.86
N -3.23 -0.88 1.13
C -3.35 -2.11 0.47
C -4.47 -2.51 -0.21
C -4.55 -3.77 -0.84
C -3.48 -4.62 -0.79
C -2.30 -4.24 -0.13
C -1.15 -5.07 -0.10
C -0.01 -4.64 0.49
C -0.01 -3.36 1.09
N -1.05 -2.58 1.13
C -2.21 -2.98 0.51
C -5.08 1.36 3.28
H -3.68 2.90 5.94
H -1.78 1.44 5.31
H -5.19 -0.88 1.79
H -5.32 -1.84 -0.27
H -5.45 -4.05 -1.36
H -3.52 -5.59 -1.28
H -1.20 -6.04 -0.58
H 0.90 -5.22 0.50
H 0.90 -2.97 1.53
H -6.01 1.31 2.74
C -0.02 -1.74 -2.21
C 0.20 -2.03 -3.71
N -0.11 -0.83 -4.51
C -1.50 -0.45 -4.27
C -1.72 -0.16 -2.75
N -0.47 -0.35 -2.03
C 0.55 0.55 -2.57
C 0.77 0.26 -4.08
H 0.90 -1.88 -1.64
H -0.78 -2.40 -1.78
H -0.44 -2.84 -4.07
H 1.24 -2.31 -3.90
H -2.14 -1.27 -4.61
H -1.72 0.43 -4.87
H -2.47 -0.83 -2.32
H -2.06 0.86 -2.59
H 1.47 0.41 -1.99
H 0.22 1.58 -2.41
H 1.80 -0.03 -4.28
H 0.54 1.14 -4.69
S 2.89 -3.50 -0.94
P 3.61 -1.84 -0.09
S 2.41 -0.47 0.79
C 4.88 -2.36 1.13
C 4.86 -1.90 2.44
C 5.83 -2.32 3.35
C 6.84 -3.18 2.94
C 6.86 -3.64 1.63
C 5.89 -3.23 0.73
C 4.66 -0.96 -1.30
C 4.84 -1.43 -2.60
C 5.63 -0.72 -3.50
C 6.26 0.45 -3.10
C 6.08 0.92 -1.80
C 5.29 0.23 -0.91
H 4.07 -1.22 2.75
H 5.80 -1.96 4.37
H 7.60 -3.50 3.64
H 7.65 -4.31 1.30
H 5.89 -3.60 -0.29
H 4.35 -2.34 -2.89
H 5.76 -1.09 -4.51
H 6.88 1.00 -3.80
H 6.56 1.84 -1.49
H 5.13 0.60 0.09
C -1.85 3.44 1.99
N -2.08 4.88 1.94
C -3.18 5.14 1.02
N -2.91 4.64 -0.34
C -2.66 3.20 -0.24
N -1.54 2.89 0.65
C -0.33 3.57 0.17
N -0.53 5.02 0.07
C -0.87 5.52 1.41
C -1.67 5.27 -0.81
H -2.75 2.95 2.38
H -1.01 3.19 2.64
H -3.36 6.22 0.97
H -4.08 4.65 1.40
H -2.43 2.81 -1.24
H -3.55 2.70 0.14
H -0.08 3.18 -0.82
H 0.48 3.33 0.85
H -1.03 6.60 1.36
H -0.04 5.31 2.08
H -1.44 4.89 -1.81
H -1.84 6.35 -0.87
O 0.38 1.22 2.20
```

DFT (ωB97M-V/def2-TZVPD) results for C40H44ClN4O7Ta as an isolated structure in a non-equilibrium geometry.

Output
spin multiplicity: 1
energy: -2813.13755 Eh
Kohn-Sham gap: 6.910 eV
lowest unoccupied orbital energy: -0.23121 Ha
charge: +2
energy above the lowest of the compared OMol25 structures with the same formula, charge and spin: 2.006 eV
E_HOMO: -13.20 eV

```
97
C40H44ClN4O7Ta, DFT ωB97M-V/def2-TZVPD
Ta 0.68 0.03 -0.38
O 0.88 -2.70 -0.58
C 0.32 -3.88 -1.22
C -1.11 -4.22 -0.84
C -2.14 -3.28 -1.48
C -3.29 -2.90 -0.58
C -4.49 -3.61 -0.58
C -5.53 -3.17 0.22
C -5.34 -2.05 1.01
C -4.10 -1.43 0.99
N -3.10 -1.84 0.21
H 0.99 -2.93 0.35
H 0.99 -4.71 -1.00
H 0.37 -3.68 -2.29
H -1.21 -4.23 0.25
H -1.28 -5.24 -1.18
H -2.54 -3.74 -2.38
H -1.64 -2.35 -1.76
H -4.60 -4.49 -1.21
H -6.48 -3.69 0.22
H -6.13 -1.66 1.64
H -3.89 -0.57 1.61
C 3.56 -1.82 3.54
O 3.59 -0.48 3.07
C 4.25 0.44 3.84
C 4.99 0.14 4.97
C 5.68 1.14 5.64
C 5.62 2.45 5.21
C 4.86 2.77 4.10
C 4.18 1.78 3.41
N 3.50 2.13 2.20
C 2.38 1.53 1.76
N 1.46 1.27 2.70
C 0.63 0.13 2.78
C 0.31 -0.67 1.68
C -0.47 -1.81 1.96
C -0.90 -2.12 3.23
C -0.55 -1.31 4.31
C 0.21 -0.18 4.08
O 0.63 0.68 5.04
C 0.26 0.43 6.39
N 2.15 1.31 0.45
C 3.30 1.66 -0.39
C 4.24 0.65 -0.61
C 5.39 0.88 -1.33
C 5.62 2.16 -1.84
C 4.71 3.16 -1.62
C 3.53 2.95 -0.88
O 2.81 4.07 -0.69
C 1.51 4.11 -0.13
H 2.99 -2.38 2.80
H 3.06 -1.89 4.50
H 4.57 -2.24 3.61
H 5.06 -0.88 5.32
H 6.27 0.87 6.51
H 6.16 3.23 5.74
H 4.79 3.79 3.74
H 4.07 2.59 1.51
H 1.70 1.62 3.62
H -0.82 -2.43 1.14
H -1.51 -2.99 3.39
H -0.87 -1.57 5.30
H 0.67 1.25 6.97
H 0.68 -0.51 6.74
H -0.83 0.42 6.50
H 4.05 -0.33 -0.18
H 6.11 0.09 -1.48
H 6.52 2.37 -2.41
H 4.87 4.17 -1.99
H 1.20 5.15 -0.19
H 1.50 3.81 0.92
H 0.81 3.49 -0.69
Cl -4.15 -0.17 -6.91
C -3.29 0.18 -5.47
C -2.25 1.10 -5.51
C -1.55 1.38 -4.36
C -1.89 0.73 -3.16
C -2.95 -0.18 -3.13
C -3.65 -0.45 -4.28
C -1.07 0.93 -1.98
O -0.15 1.77 -1.86
O -1.18 0.08 -0.97
H -1.99 1.58 -6.44
H -0.73 2.09 -4.37
H -3.23 -0.65 -2.19
H -4.47 -1.15 -4.27
C 2.71 0.63 -3.67
C 2.50 -0.69 -2.94
C 1.75 -1.70 -3.79
O 1.74 -0.45 -1.73
H 2.94 0.43 -4.72
H 3.52 1.21 -3.24
H 1.80 1.23 -3.63
H 3.46 -1.10 -2.63
H 0.76 -1.32 -4.04
H 1.65 -2.65 -3.26
H 2.30 -1.88 -4.71
```

DFT (ωB97M-V/def2-TZVPD) results for a 12-piece molecular cluster, C40H44F8N4O24 overall in a non-equilibrium geometry.

Output
spin multiplicity: 1
energy: -4374.24336 Eh
Kohn-Sham gap: 8.461 eV
lowest unoccupied orbital energy: 0.00902 Ha
SMILES: O=C1OC[C@@H](F)O1.O=C1OC[C@@H](F)O1.O=C1OC[C@@H](F)O1.O=C1OC[C@@H](F)O1.O=C1OC[C@@H](F)O1.O=C1OC[C@@H](F)O1.O=C1OC[C@@H](F)O1.O=C1OC[C@@H](F)O1.c1cc[nH]c1.c1cc[nH]c1.c1cc[nH]c1.c1cc[nH]c1
energy above the lowest of the compared OMol25 structures with the same formula, charge and spin: 5.059 eV
E_HOMO: -8.22 eV

```
120
C40H44F8N4O24, DFT ωB97M-V/def2-TZVPD
C -21.05 -2.52 -15.25
C -20.94 -3.28 -13.93
O -19.91 -4.20 -14.16
C -19.64 -4.24 -15.54
O -18.82 -5.04 -16.06
O -20.38 -3.30 -16.18
F -22.01 -3.99 -13.53
H -20.49 -1.58 -15.24
H -22.04 -2.16 -15.54
H -20.68 -2.62 -13.11
C -21.64 -6.28 -18.37
C -20.71 -7.25 -17.59
O -19.43 -7.31 -18.31
C -19.43 -6.29 -19.11
O -18.50 -6.05 -19.88
O -20.53 -5.53 -18.98
F -21.19 -8.52 -17.42
H -22.22 -5.68 -17.67
H -22.07 -6.83 -19.21
H -20.38 -7.00 -16.58
C -16.22 -5.04 -12.12
C -15.09 -4.90 -13.02
O -14.41 -3.85 -12.41
C -15.40 -3.04 -11.95
O -15.22 -1.88 -11.66
O -16.50 -3.63 -11.96
F -15.40 -4.81 -14.34
H -15.99 -5.45 -11.14
H -16.95 -5.65 -12.66
H -14.56 -5.85 -12.99
C -14.94 -2.83 -25.49
C -14.25 -3.29 -24.18
O -12.98 -3.58 -24.73
C -13.15 -3.79 -26.05
O -12.33 -4.17 -26.84
O -14.36 -3.61 -26.44
F -14.86 -4.42 -23.80
H -14.54 -1.87 -25.79
H -16.03 -2.79 -25.55
H -14.15 -2.66 -23.29
C -14.75 -0.10 -15.18
C -15.55 0.59 -14.11
O -16.48 -0.39 -13.79
C -16.69 -1.12 -14.83
O -17.77 -1.74 -15.07
O -15.67 -1.13 -15.57
F -16.14 1.74 -14.44
H -13.81 -0.44 -14.75
H -14.36 0.49 -16.01
H -14.81 0.78 -13.34
C -17.08 -3.61 -18.39
C -15.74 -3.97 -17.80
O -14.94 -3.37 -18.77
C -15.48 -3.26 -19.89
O -14.96 -3.08 -20.95
O -16.78 -3.52 -19.75
F -15.54 -5.24 -17.74
H -17.45 -2.68 -17.97
H -17.89 -4.33 -18.36
H -15.72 -3.54 -16.79
C -12.42 0.30 -20.29
C -11.89 -1.13 -20.07
O -10.70 -0.98 -19.49
C -10.63 0.30 -19.02
O -9.67 0.71 -18.42
O -11.67 0.97 -19.37
F -11.73 -1.62 -21.27
H -13.49 0.40 -20.10
H -12.31 0.71 -21.29
H -12.61 -1.75 -19.52
C -21.41 -1.23 -20.93
C -20.78 -2.60 -20.81
O -21.46 -3.05 -19.67
C -21.75 -2.02 -18.90
O -22.36 -2.10 -17.83
O -21.54 -0.87 -19.53
F -19.49 -2.51 -20.36
H -22.27 -1.22 -21.60
H -20.67 -0.55 -21.35
H -20.93 -3.35 -21.59
N -12.88 -3.01 -14.87
C -12.08 -3.49 -15.81
C -10.79 -2.96 -15.69
C -10.78 -2.28 -14.49
C -12.09 -2.32 -13.97
H -13.88 -3.18 -14.82
H -12.44 -4.03 -16.68
H -9.97 -3.14 -16.38
H -9.99 -1.64 -14.13
H -12.48 -1.85 -13.08
N -15.23 -7.64 -15.84
C -14.62 -8.59 -15.15
C -15.27 -8.94 -13.94
C -16.41 -8.12 -13.99
C -16.33 -7.32 -15.13
H -14.92 -7.25 -16.72
H -13.69 -8.94 -15.57
H -15.02 -9.53 -13.06
H -17.22 -8.16 -13.28
H -16.92 -6.51 -15.53
N -16.53 2.23 -18.22
C -17.32 1.60 -17.31
C -17.76 0.41 -17.82
C -17.00 0.10 -18.94
C -16.18 1.28 -19.11
H -16.28 3.19 -18.07
H -17.80 2.05 -16.45
H -18.45 -0.35 -17.47
H -17.03 -0.79 -19.55
H -15.49 1.51 -19.91
N -17.37 -2.12 -23.04
C -16.62 -0.98 -22.90
C -17.40 0.02 -23.37
C -18.66 -0.45 -23.83
C -18.55 -1.79 -23.63
H -17.08 -3.07 -22.86
H -15.67 -1.03 -22.39
H -17.11 1.06 -23.26
H -19.47 -0.02 -24.39
H -19.30 -2.53 -23.88
```

DFT (ωB97M-V/def2-TZVPD) results for C40H44IrN4O2P as an isolated structure in a non-equilibrium geometry.

Output
spin multiplicity: 2
energy: -2365.50888 Eh
Kohn-Sham gap (spin up / spin down): 4.957 / 5.919 eV
lowest unoccupied orbital energy (spin up / spin down): -0.17183 / -0.17092 Ha
charge: +1
expectation value of S²: 0.823
energy above the lowest of the compared OMol25 structures with the same formula, charge and spin: 0.000 eV
E_HOMO (spin up / spin down): -9.63 / -10.57 eV

```
92
C40H44IrN4O2P, DFT ωB97M-V/def2-TZVPD
Ir -1.20 -0.11 0.54
C -1.86 1.87 5.11
C -1.27 0.69 4.34
C 0.19 0.88 4.04
C 1.12 0.71 5.06
C 2.47 0.89 4.83
C 2.92 1.27 3.58
C 2.02 1.46 2.53
C 2.52 1.97 1.21
C 2.55 3.50 1.15
C 0.67 1.24 2.78
N -0.30 1.39 1.71
C -0.91 2.53 1.65
C -2.00 2.67 0.76
C -2.79 3.74 0.37
C -3.67 3.24 -0.60
C -3.38 1.90 -0.75
N -2.37 1.52 0.08
H -2.91 1.69 5.35
H -1.80 2.79 4.52
H -1.32 2.04 6.04
H -1.84 0.53 3.42
H -1.39 -0.23 4.92
H 0.77 0.41 6.05
H 3.18 0.74 5.64
H 3.97 1.43 3.40
H 1.91 1.59 0.40
H 3.54 1.59 1.05
H 1.55 3.92 1.24
H 2.97 3.84 0.20
H 3.15 3.91 1.96
H -0.61 3.34 2.30
H -2.74 4.75 0.75
H -4.44 3.79 -1.12
H -3.86 1.24 -1.45
C -3.63 -3.66 0.34
C -2.64 -2.58 0.61
N -2.49 -1.53 -0.13
O -3.28 -1.51 -1.26
C -1.72 -2.68 1.71
C -1.66 -3.84 2.64
N -0.88 -1.65 1.82
O 0.01 -1.62 2.71
H -4.29 -3.40 -0.48
H -4.23 -3.82 1.24
H -3.12 -4.59 0.13
H -3.33 -0.58 -1.50
H -2.63 -4.04 3.09
H -0.94 -3.62 3.43
H -1.34 -4.75 2.13
C -0.79 -3.21 -1.96
C -1.13 -2.18 -3.01
C -1.82 -2.62 -4.13
C -2.18 -1.76 -5.15
C -1.84 -0.43 -5.07
C -1.13 0.03 -3.98
C -0.77 -0.83 -2.93
P 0.22 -0.24 -1.50
C 0.94 1.36 -2.01
C 0.03 2.42 -2.13
C 0.41 3.66 -2.61
C 1.73 3.86 -2.97
C 2.64 2.83 -2.82
C 2.28 1.57 -2.33
C 3.37 0.55 -2.17
C 1.59 -1.44 -1.45
C 2.06 -2.02 -2.62
C 3.03 -3.01 -2.60
C 3.54 -3.47 -1.38
C 3.12 -2.90 -0.21
C 2.17 -1.84 -0.20
C 1.88 -1.19 0.99
H -0.09 -3.94 -2.36
H -1.70 -3.74 -1.68
H -0.34 -2.79 -1.06
H -2.09 -3.67 -4.19
H -2.73 -2.14 -6.01
H -2.11 0.26 -5.86
H -0.83 1.07 -3.95
H -1.00 2.27 -1.89
H -0.32 4.45 -2.70
H 2.06 4.82 -3.36
H 3.68 3.00 -3.08
H 4.34 1.04 -2.22
H 3.35 -0.21 -2.95
H 3.32 0.03 -1.21
H 1.66 -1.71 -3.58
H 3.37 -3.44 -3.53
H 4.28 -4.26 -1.36
H 3.53 -3.22 0.74
H 2.29 -1.55 1.93
H 1.30 -0.28 1.04
```